The following is a DFT calculation (ωB97M-V with the def2-TZVPD basis set) of the molecule C6H5NO.

Positions of all 13 atoms, in Å:
O 0.69860 1.92731 -0.82260
N 0.05431 1.69216 -2.00634
C -0.24570 -0.07151 -0.65279
C -0.55627 0.51152 -1.88309
C 0.54614 0.86161 -0.04766
C 0.27126 -0.71893 1.53463
C 0.85723 0.51270 1.31243
C -0.45926 -1.20425 0.29899
H 1.30629 1.18785 2.00359
H -1.50804 -1.40628 0.58784
H -1.15596 0.15683 -2.69725
H -0.11785 -2.14716 -0.09129
H 0.30925 -1.30184 2.46352

charge: 0
E_tot: -361.54422 Eh
gap between HOMO and LUMO: 0.34514 hartree
max |F|: 0.03678 hartree/bohr



The following is a DFT calculation (ωB97M-V with the def2-TZVPD basis set) of a 12-piece molecular cluster, C13H52N12O12 overall.

Positions of all 89 atoms, in Å:
O -4.92385 -0.91734 -2.67863
O -0.80698 -5.15134 0.94720
O 1.77078 -4.12383 0.81652
O -4.15201 2.26287 1.40740
O -2.26919 -3.73431 -3.12892
O -1.62203 0.40395 4.75952
O 2.27932 2.29499 -3.94767
O 4.80154 -2.45052 -0.10388
O -4.26170 -1.38677 1.03972
O 2.06894 -2.92035 -5.82195
O 4.20824 2.61628 4.34840
O 1.06628 -0.44277 -0.02781
N 2.71504 -0.71775 -5.69359
N -3.51525 1.56299 4.18428
N -2.01656 -1.12172 -2.00310
N 3.16765 4.37481 -4.05695
N 2.89889 3.63765 6.70040
N -6.76518 -1.09371 -4.03528
N -4.25861 1.10324 -0.58155
N 2.83804 -2.08314 -3.86493
N 4.29447 2.74351 -2.93847
N -2.62684 0.19041 2.70443
N -4.93290 -2.44100 -4.34228
N -3.63136 3.29599 -0.54885
C -5.50528 -1.44352 -3.62847
C 2.76749 2.17322 6.33184
C 2.37567 -0.19063 -0.38612
C -1.18148 -0.90296 -0.81355
C -0.99190 -2.20140 -0.03926
C 3.21816 3.05879 -3.73780
C -2.46445 0.75391 3.93426
C 2.51897 -1.97119 -5.18724
C 0.14241 -0.21009 -1.08636
C -4.07980 2.23094 0.17430
C 4.02226 1.78799 5.49714
C 3.66139 2.02763 3.19720
C 1.46808 2.11764 5.52459
H 2.39475 -0.43837 -6.59878
H 2.42368 4.61236 -4.69003
H -2.19330 -0.17653 -2.34542
H -3.56756 -2.04521 1.16505
H 4.41099 1.76165 2.43469
H 2.91376 -0.00041 -5.01780
H 2.75755 -0.91355 -1.11588
H 2.55766 0.83705 -0.75069
H -0.22158 -2.82410 -0.49112
H 3.90565 5.00020 -3.80620
H 2.82249 1.56150 7.23219
H -1.88452 -2.82971 -0.07785
H -0.02439 0.87408 -1.13877
H 4.75805 3.45784 -2.40558
H -3.66978 1.90029 5.11415
H 5.31104 -3.22168 -0.37972
H -3.62338 3.24198 -1.54450
H -0.79052 -1.98087 1.00533
H 4.12701 0.73314 5.23752
H 3.22541 -1.27864 -3.41316
H 3.10558 1.09487 3.30794
H 0.06326 -4.85016 0.61916
H -4.09576 1.79621 3.39687
H -1.92549 -2.88971 -2.76477
H -1.66187 -3.96086 -3.84189
H -1.76183 -0.26151 -0.13678
H -3.26855 4.02055 0.04727
H 3.03119 2.71082 2.61698
H -3.33616 0.53233 2.07588
H 2.57152 -2.93906 -3.41785
H 4.86333 2.02375 6.15964
H -0.71557 -5.13587 1.90402
H 4.37306 -2.14150 -0.90807
H 1.27142 1.11379 5.13512
H 2.97803 -0.08534 0.52191
H 0.66093 2.48912 6.15607
H -2.96263 -1.36962 -1.70888
H -5.40429 -3.00135 -5.02215
H 0.61594 -0.44906 -2.04669
H -7.08077 -1.33168 -4.95541
H -7.03767 -0.19615 -3.66299
H -3.92239 1.10268 -1.52352
H 3.76410 3.63347 7.25021
H 3.24017 3.97618 5.79522
H 2.09515 -3.72980 -0.00044
H -4.40334 0.19949 -0.14797
H 1.28973 2.70365 4.61666
H 4.35867 1.85666 -2.47105
H -4.85932 -1.51855 1.78439
H -1.95256 -0.48054 2.39558
H 2.20183 -3.61766 1.51519
H -4.00695 -2.69868 -4.01759

charge: 0
E_tot: -2086.59235 Eh
gap between HOMO and LUMO: 0.32628 hartree
max |F|: 0.04821 hartree/bohr



The following is a DFT calculation (ωB97M-V with the def2-TZVPD basis set) of the molecule C3H7NO.

Positions of all 12 atoms, in Å:
O 1.56247 -0.90955 0.03179
N -0.61577 -0.67795 0.05627
C -1.91261 0.09445 -0.04908
C 0.77697 1.36451 -0.00415
C 0.57833 -0.16081 -0.06533
H 1.88470 1.64624 -0.20540
H 0.09471 1.66101 -0.90518
H -1.78682 0.76514 0.80454
H -2.55247 -0.55409 0.33827
H -2.03169 0.66224 -0.86391
H 0.29364 1.73397 1.16744
H -0.74758 -1.68135 -0.27265

charge: 0
E_tot: -248.44114 Eh
gap between HOMO and LUMO: 0.36910 hartree
max |F|: 0.13414 hartree/bohr